{
  "formula": "C19H19N3O3S2",
  "method": "ωB97M-V/def2-TZVPD",
  "symbols": ["C", "N", "S", "O", "O", "C", "C", "C", "C", "C", "C", "H", "H", "H", "N", "C", "O", "C", "H", "H", "S", "C", "C", "C", "C", "C", "C", "C", "C", "N", "C", "H", "H", "H", "H", "H", "H", "H", "H", "C", "H", "H", "H", "H", "H", "H"],
  "positions_angstrom": [[1.11637, 1.68507, -4.58732], [0.91109, 0.89814, -3.39189], [-0.67839, 0.88785, -2.82199], [-0.88539, 1.92942, -1.84786], [-1.54949, 0.85024, -3.95811], [-0.70113, -0.69092, -1.98410], [-1.05918, -0.72243, -0.65643], [-1.04162, -1.93295, 0.03797], [-0.67495, -3.09582, -0.63757], [-0.33363, -3.04075, -1.97859], [-0.34000, -1.83694, -2.66594], [-0.07230, -1.76928, -3.70709], [-0.05618, -3.94973, -2.48984], [-0.65226, -4.03039, -0.10124], [-1.36911, -1.90083, 1.38767], [-1.08926, -2.82464, 2.35382], [-0.71591, -3.95487, 2.15054], [-1.26126, -2.23572, 3.73852], [-1.42163, -3.02640, 4.46982], [-2.03928, -1.47832, 3.79520], [0.33523, -1.49341, 4.25617], [0.79171, -0.29443, 3.03260], [2.13229, -0.25220, 2.72034], [2.65325, 0.73027, 1.87276], [1.83508, 1.68684, 1.33759], [0.45862, 1.68335, 1.63191], [-0.42948, 2.65019, 1.11406], [-1.75406, 2.60586, 1.45531], [-2.19180, 1.56118, 2.28173], [-1.40427, 0.63368, 2.76203], [-0.08335, 0.68091, 2.48598], [-3.23779, 1.46598, 2.54637], [-2.45708, 3.33080, 1.07962], [-0.05283, 3.40572, 0.44235], [2.22605, 2.46058, 0.69426], [3.70951, 0.72539, 1.65027], [2.78855, -0.99243, 3.15149], [-1.66564, -0.99095, 1.73352], [-1.33798, 0.20317, -0.17753], [1.84942, 1.16149, -2.32866], [1.80730, 2.20660, -2.00061], [2.85704, 0.92985, -2.67289], [1.60031, 0.51924, -1.48546], [0.26124, 1.51457, -5.23637], [1.19411, 2.75640, -4.36914], [2.02809, 1.35062, -5.08329]],
  "mulliken_charge": [-0.978, 0.010, 1.295, -0.592, -0.762, -0.341, 0.172, 0.255, -0.472, -0.893, -0.451, 0.460, 0.389, 0.540, -0.029, 0.516, -0.635, -0.505, 0.456, 0.291, -0.179, 0.518, -0.563, -0.807, -0.760, 1.020, -0.594, -0.638, -0.325, -0.508, 0.139, 0.431, 0.402, 0.325, 0.446, 0.410, 0.456, 0.096, 0.347, -0.904, 0.279, 0.463, 0.204, 0.385, 0.303, 0.331],
  "lumo_ev": -0.3,
  "smiles": "CN(C)S(=O)(=O)c1cccc(NC(=O)CSc2cccc3cccnc23)c1",
  "spin_multiplicity": 1,
  "gap_ev": 8.1,
  "e_homo_ev": -8.4,
  "charge": 0
}



{
  "formula": "C24H39GaN4O4P",
  "method": "ωB97M-V/def2-TZVPD",
  "symbols": ["C", "C", "O", "C", "O", "C", "C", "C", "Ga", "C", "C", "C", "N", "C", "C", "C", "C", "C", "C", "C", "O", "P", "N", "O", "H", "H", "H", "H", "H", "H", "H", "H", "H", "H", "H", "H", "H", "H", "H", "H", "H", "H", "H", "H", "H", "H", "H", "H", "H", "H", "H", "H", "H", "N", "C", "C", "C", "C", "H", "H", "H", "H", "H", "N", "C", "C", "C", "C", "H", "H", "H", "H", "H"],
  "positions_angstrom": [[2.75875, 3.40317, 3.75347], [1.56248, 4.17610, 2.97751], [0.33171, 3.87325, 3.68679], [-0.81021, 3.94109, 2.81576], [-1.30606, 5.07922, 2.62355], [-1.36306, 2.57731, 2.20658], [-2.42276, 2.78881, 0.99137], [-1.84714, 3.73616, -0.17564], [-1.65276, 2.83756, -2.02092], [-0.12527, 1.45296, -2.15778], [-0.02666, 0.42601, -0.92757], [-1.24246, -0.61322, -0.81809], [-0.91188, -1.71388, 0.14418], [-0.59045, -3.00616, -0.53224], [0.81363, -3.58399, -0.03442], [1.14627, -3.63579, 1.50128], [2.48994, -4.15511, 2.07489], [3.55947, -4.61865, 1.05009], [3.24181, -4.58394, -0.46040], [1.87840, -4.07471, -1.04065], [1.74808, -4.11275, -2.45240], [-1.06972, 4.58963, -3.53422], [0.14422, 4.01847, -4.70369], [-0.24618, 5.77731, -2.58337], [3.75502, 3.97960, 3.66087], [2.52646, 3.39591, 4.88703], [2.86373, 2.31262, 3.42353], [1.54892, 3.79809, 1.89906], [1.74899, 5.31226, 3.05548], [-0.52168, 1.85062, 1.95034], [-1.97265, 2.06882, 3.05156], [-3.30782, 3.35730, 1.47470], [-2.86199, 1.80115, 0.61300], [-0.83517, 4.23291, 0.08103], [-2.59077, 4.61557, -0.29516], [-2.99189, 2.18441, -2.60398], [0.85763, 2.01823, -2.32302], [-0.32147, 0.82766, -3.10295], [0.13477, 1.02644, 0.03188], [0.93700, -0.20262, -1.08192], [-2.13254, -0.03690, -0.35127], [-1.58839, -0.96113, -1.84798], [-0.04514, -1.38879, 0.61944], [-1.43948, -3.75037, -0.28115], [-0.60464, -2.88343, -1.66872], [0.36929, -3.26122, 2.26581], [2.74088, -4.21970, 3.18320], [4.59296, -5.01149, 1.34890], [4.02777, -4.95973, -1.18973], [0.86228, -3.81225, -2.75097], [0.02788, 3.01497, -4.92282], [1.09684, 4.09405, -4.29609], [-0.77279, 6.04455, -1.80067], [0.23614, -2.99338, -5.57887], [-0.78354, -3.53106, -6.31911], [-1.53640, -2.49590, -6.81705], [-0.94639, -1.28883, -6.36553], [0.14679, -1.62626, -5.60639], [0.94237, -3.52094, -5.09101], [-0.88555, -4.60051, -6.42569], [-2.41408, -2.59605, -7.43847], [-1.28409, -0.28427, -6.57354], [0.86617, -1.01393, -5.08357], [-0.38520, -0.51730, 5.37726], [-0.43132, -1.09390, 6.61826], [-0.79043, -2.41053, 6.46078], [-0.96173, -2.63781, 5.07252], [-0.70211, -1.45233, 4.42902], [-0.15325, 0.44551, 5.19053], [-0.20679, -0.51893, 7.50386], [-0.91482, -3.13039, 7.25639], [-1.24313, -3.56595, 4.59670], [-0.71678, -1.19359, 3.38044]],
  "mulliken_charge": [-1.014, -0.050, -0.335, 0.339, -0.548, -0.016, -0.533, -0.734, -0.061, -0.614, -0.054, -0.206, -0.222, -0.351, 0.614, -0.328, -0.614, -0.329, -0.519, 0.325, -0.513, 0.216, -0.688, -0.540, 0.318, 0.249, 0.243, 0.209, 0.276, -0.028, 0.248, 0.354, 0.287, 0.219, 0.318, -0.331, 0.353, -0.094, -0.266, 0.416, -0.123, 0.316, 0.196, 0.236, 0.054, 0.252, 0.346, 0.283, 0.296, 0.262, 0.263, 0.261, 0.308, -0.022, -0.511, -0.491, -0.355, -0.475, 0.252, 0.379, 0.377, 0.419, 0.445, 0.074, -0.501, -0.503, -0.544, -0.338, 0.183, 0.372, 0.390, 0.420, 0.486],
  "lumo_ev": 2.2,
  "spin_multiplicity": 1,
  "gap_ev": 5.1,
  "e_homo_ev": -2.9,
  "charge": -1
}



{
  "formula": "C29H25F18MgN3O2Sb2Se",
  "method": "ωB97M-V/def2-TZVPD",
  "symbols": ["Mg", "C", "C", "C", "C", "C", "N", "C", "C", "C", "C", "C", "C", "C", "C", "O", "C", "F", "F", "F", "C", "F", "F", "F", "C", "C", "C", "O", "C", "F", "F", "F", "C", "F", "F", "F", "H", "H", "H", "H", "H", "H", "H", "H", "H", "H", "H", "H", "F", "Sb", "F", "F", "F", "F", "F", "C", "Sb", "C", "C", "H", "H", "H", "H", "H", "H", "H", "H", "H", "Se", "N", "C", "C", "C", "C", "C", "C", "N", "H", "H", "H", "H"],
  "positions_angstrom": [[-0.88853, -0.34796, 0.57624], [0.19621, -3.57821, -5.71989], [0.30307, -3.02484, -4.32977], [1.50409, -3.08236, -3.62122], [1.59025, -2.54443, -2.36695], [0.48119, -1.89131, -1.74526], [0.62562, -1.22081, -0.59774], [1.90267, -1.02243, -0.03738], [2.87036, -0.36807, -0.80009], [4.13738, -0.13764, -0.29667], [4.47536, -0.57201, 0.97524], [5.85168, -0.35538, 1.54410], [3.49092, -1.17925, 1.74834], [2.18945, -1.37625, 1.30059], [1.07190, -1.89934, 2.24192], [-0.10003, -1.24904, 2.08784], [0.89602, -3.42408, 1.99442], [0.48441, -3.65730, 0.74324], [2.04629, -4.11238, 2.16118], [-0.01323, -3.97178, 2.81562], [1.44823, -1.68690, 3.74704], [0.40439, -1.95147, 4.54387], [1.78281, -0.40349, 3.96735], [2.46790, -2.44576, 4.20913], [-0.79708, -1.98225, -2.40913], [-0.81872, -2.49700, -3.68972], [-2.13103, -1.55537, -1.72990], [-2.10768, -1.49546, -0.39146], [-2.54313, -0.16143, -2.29618], [-3.80746, 0.16063, -1.99662], [-1.75686, 0.77268, -1.70926], [-2.39473, -0.01415, -3.62089], [-3.26588, -2.57063, -2.10693], [-4.32101, -2.43486, -1.30651], [-2.83860, -3.83826, -1.98781], [-3.73356, -2.43139, -3.37596], [1.12845, -3.44318, -6.26874], [-0.60585, -3.09329, -6.27527], [-0.01961, -4.64973, -5.69274], [2.37452, -3.54626, -4.07046], [2.52198, -2.59451, -1.82471], [2.60096, -0.00588, -1.78411], [4.86289, 0.38888, -0.90594], [6.50961, 0.11101, 0.81125], [6.30334, -1.29975, 1.85396], [5.81255, 0.29182, 2.42272], [3.76361, -1.48282, 2.74811], [-1.75028, -2.51123, -4.23644], [-0.09179, 1.39268, 0.43990], [0.35666, 2.91127, -3.01739], [-0.93074, 3.73706, -0.24141], [1.46090, 2.99593, -0.93306], [1.53277, 4.39654, -3.28936], [1.68941, 1.54601, -3.24612], [0.03199, 2.85182, -4.93745], [1.22064, 5.33535, 0.84254], [0.60842, 3.30625, 0.91223], [2.32006, 2.34251, 1.70139], [-0.64159, 3.27025, 2.62735], [1.92162, 5.54243, 1.65221], [0.34556, 5.97546, 0.93828], [1.70104, 5.51281, -0.11762], [2.63578, 2.87779, 2.59923], [3.11399, 2.35093, 0.95879], [2.06368, 1.31787, 1.95998], [-0.16420, 3.85367, 3.41675], [-0.76152, 2.23951, 2.95836], [-1.61293, 3.69871, 2.38889], [-2.66774, -1.11870, 3.18257], [-2.42445, 0.16583, 1.98174], [-3.51384, 0.90596, 1.93325], [-3.68378, 2.03800, 1.07543], [-4.85833, 2.70828, 1.13797], [-5.91217, 2.30998, 2.02977], [-5.78488, 1.24595, 2.85759], [-4.56368, 0.49987, 2.83253], [-4.29881, -0.55860, 3.57863], [-2.87818, 2.33882, 0.41487], [-5.01471, 3.56915, 0.50061], [-6.83002, 2.88436, 2.03191], [-6.57403, 0.94115, 3.53125]],
  "mulliken_charge": [1.073, -1.697, 0.574, -1.119, -0.523, 0.714, 0.683, 0.163, -0.008, -1.405, 0.953, -1.605, -0.404, -1.574, 1.473, -0.491, 0.426, -0.118, -0.314, -0.267, 0.206, -0.267, -0.183, -0.274, -0.312, -0.928, 1.294, -0.916, 0.350, -0.320, -0.055, -0.297, 0.420, -0.232, -0.270, -0.287, 0.403, 0.400, 0.313, 0.406, 0.541, 0.530, 0.327, 0.396, 0.356, 0.326, 0.589, 0.504, 0.011, 1.589, -0.642, -0.701, -0.581, -0.605, -0.607, -1.302, 2.094, -1.023, -1.255, 0.391, 0.314, 0.300, 0.608, 0.259, -0.025, 0.539, 0.155, 0.304, 0.376, -0.236, 0.401, 0.039, -1.128, -0.593, -0.668, 0.431, -0.919, 0.617, 0.463, 0.374, 0.463],
  "s2": 0.7967,
  "lumo_ev": [1.3, 0.5],
  "spin_multiplicity": 2,
  "gap_ev": [7.1, 7.0],
  "e_homo_ev": [-5.8, -6.5],
  "charge": -1
}



{
  "formula": "C10H19N4",
  "method": "ωB97M-V/def2-TZVPD",
  "symbols": ["C", "C", "C", "C", "C", "C", "C", "C", "C", "C", "N", "N", "N", "N", "H", "H", "H", "H", "H", "H", "H", "H", "H", "H", "H", "H", "H", "H", "H", "H", "H", "H", "H"],
  "positions_angstrom": [[3.22415, 1.03065, 0.37277], [2.86536, 1.54371, 1.60936], [2.22789, 0.44579, -0.37209], [1.52632, 1.39220, 2.01292], [0.92732, 0.36268, -0.03490], [0.53133, 1.01633, 1.14254], [0.56589, -2.22041, 1.02506], [-2.70994, -0.74358, -0.41087], [-1.98593, 0.92777, -1.94976], [0.02609, -0.53761, -0.84437], [-0.81479, 1.04682, 1.67562], [0.24237, -0.58837, -2.16898], [0.00770, -1.80087, -0.22149], [-1.71957, 0.21784, -0.70211], [4.20067, 1.06520, 0.00099], [3.63303, 2.17912, 2.09598], [2.59365, -0.07271, -1.16236], [1.11697, 1.88043, 2.90803], [-0.00552, -1.71320, 1.77043], [0.45570, -3.24557, 1.36514], [1.68882, -1.89504, 1.09862], [-2.58567, -1.41121, 0.47514], [-3.60584, -0.17022, -0.24607], [-3.01451, -1.42571, -1.33847], [-1.96783, 0.19471, -2.83176], [-2.88868, 1.50944, -1.75659], [-1.20871, 1.58226, -2.11410], [-1.26882, 1.94778, 1.66585], [-0.76258, 0.63440, 2.65313], [-0.29698, -1.32891, -2.61582], [0.96547, -0.08096, -2.59627], [-0.41704, -2.56312, -0.71716], [-1.54632, 0.82036, 0.21155]],
  "mulliken_charge": [-0.884, -0.449, -0.650, -0.564, -0.886, 0.651, -0.812, -0.999, -0.944, 1.158, -0.492, -0.362, -0.162, 0.054, 0.513, 0.360, 0.453, 0.370, 0.274, 0.367, 0.199, 0.275, 0.487, 0.301, 0.305, 0.386, 0.368, 0.301, 0.323, 0.281, 0.211, 0.267, 0.301],
  "lumo_ev": -2.4,
  "spin_multiplicity": 1,
  "gap_ev": 10.2,
  "e_homo_ev": -12.5,
  "charge": 1
}